ORCA calculation (ωB97M-V with the def2-TZVPD basis set) on a 2-piece molecular cluster, C24H37BCl2F2N3O10S overall at a distorted geometry.

Calculated values
**Orbital gap**: 8.75 eV
**Total energy**: -92430.5280 eV
**Spin multiplicity**: 1
**HOMO energy**: -6.64 eV
**Charge**: -1

```
80
C24H37BCl2F2N3O10S ωB97M-V with the def2-TZVPD basis set
C 4.729 -2.065 1.695
C 4.219 -0.940 1.224
C 3.356 -0.002 2.004
C 2.278 0.717 1.179
O 2.936 1.463 0.196
O 1.728 1.664 2.112
S 0.363 2.367 1.722
O -0.124 3.112 2.838
O 0.640 3.154 0.554
C -0.842 1.102 1.213
C -2.009 2.042 0.723
C -3.098 1.545 -0.252
O -4.345 1.658 0.447
C -3.207 2.423 -1.532
N -4.571 2.434 -2.060
C -1.439 0.172 2.291
Cl -2.717 -0.831 1.641
C -1.144 -0.031 3.577
C -0.084 0.656 4.389
Cl -2.022 -1.207 4.503
C -0.138 0.181 0.143
C -0.238 0.465 -1.374
C 0.006 1.826 -2.007
N 1.440 2.101 -2.242
C 1.955 1.333 -3.380
C 3.450 1.610 -3.611
C 1.622 3.508 -2.524
C 2.465 4.300 -1.560
O 1.119 4.028 -3.495
C 1.272 -0.305 0.620
N 1.083 -1.379 1.580
C 0.891 -2.571 1.159
C 1.699 -3.281 0.102
C -0.195 -3.400 1.770
H 5.364 -2.678 1.068
H 4.564 -2.407 2.710
H 4.479 -0.646 0.211
H 2.942 -0.451 2.905
H 4.002 0.821 2.338
H 3.016 0.933 -0.602
H -2.540 2.318 1.633
H -1.614 2.984 0.350
H -3.009 0.508 -0.564
H -4.729 0.785 0.549
H -2.611 1.927 -2.297
H -2.831 3.426 -1.318
H -4.568 2.189 -3.038
H -5.026 3.324 -1.936
H 0.906 0.585 3.954
H -0.374 1.677 4.617
H -0.021 0.151 5.353
H -0.690 -0.753 0.227
H -1.223 0.121 -1.692
H 0.441 -0.232 -1.868
H -0.434 2.664 -1.476
H -0.474 1.826 -2.998
H 1.397 1.576 -4.294
H 1.839 0.264 -3.208
H 3.910 1.991 -2.696
H 3.609 2.339 -4.404
H 3.977 0.690 -3.862
H 3.235 4.840 -2.110
H 2.869 3.683 -0.764
H 1.814 5.045 -1.098
H 1.747 -0.727 -0.281
H 1.059 -4.003 -0.413
H 2.117 -2.630 -0.665
H 2.487 -3.854 0.591
H -0.385 -3.083 2.793
H -1.054 -3.218 1.121
H 0.018 -4.466 1.712
B -4.885 -5.531 0.095
O -3.422 -5.772 0.372
C -2.695 -5.063 -0.449
O -1.490 -5.019 -0.489
C -3.640 -4.256 -1.372
O -3.284 -3.494 -2.233
O -4.875 -4.544 -1.040
F -5.497 -4.980 1.207
F -5.502 -6.707 -0.287
```